(1)
66
Properties=species:S:1:pos:R:3:nbo_charge:R:1 method="wB97M-V/def2-TZVPD" charge=0 e_lumo_ev=-1.3380 fmax_ev_per_a=2.70
C -1.300 -2.485 0.217 -0.126
C 3.359 2.984 0.057 -0.205
C -1.842 1.347 -1.635 -0.267
H -2.060 -2.116 -0.493 0.242
H 2.241 -0.711 -4.512 0.226
H -0.812 -4.205 -0.889 0.257
H 0.846 -2.236 3.883 0.238
C -0.254 -3.330 -0.510 -0.454
H -2.583 -4.260 3.550 0.257
H -0.516 0.310 3.365 0.262
C -1.769 1.491 -3.020 -0.163
C 1.606 1.292 -1.279 -0.252
H -0.179 4.508 -3.164 0.220
H -1.197 -0.953 4.393 0.233
C -0.677 3.461 -1.365 -0.188
C 2.546 2.021 -2.013 -0.203
H -0.960 -3.906 4.220 0.201
C 0.802 -1.992 2.814 -0.637
O -0.632 3.100 1.335 -0.743
H 1.454 -1.131 2.618 0.235
C -0.222 -0.336 0.307 0.367
C 0.236 0.939 0.824 -0.420
H 3.570 -2.020 -2.855 0.226
N -0.746 -1.353 0.978 -0.318
C 0.337 -1.270 -3.654 -0.186
H -1.878 1.488 1.018 0.219
C -0.627 3.608 -2.749 -0.195
H -2.180 -0.247 3.074 0.251
C 1.835 -2.689 -1.766 -0.233
O -2.785 -4.207 1.141 -0.592
H 2.605 1.886 -3.096 0.215
Cl -1.262 5.233 2.810 -0.256
H -1.016 2.683 -4.656 0.215
H -0.317 4.238 -0.690 0.257
H 4.125 3.477 -1.909 0.217
C 0.440 -2.637 -1.654 0.051
H -1.410 -2.032 -2.621 0.219
C -1.112 2.594 -3.574 -0.246
C -1.852 -3.470 3.747 -0.420
H -0.263 -0.441 -0.784 0.255
C -0.928 1.928 0.643 0.112
C 1.453 1.514 0.089 0.077
H -2.223 0.734 -3.659 0.200
H 1.159 -2.852 2.232 0.214
Cl 0.040 2.671 3.969 -0.330
C 3.400 2.897 -1.337 -0.211
H 0.470 0.840 1.892 0.274
C -1.971 -3.303 1.305 0.684
H 0.962 0.568 -1.788 0.212
C -0.316 -1.977 -2.638 -0.277
C -0.645 -1.660 2.440 0.329
H -0.251 -0.732 -4.403 0.227
N -1.513 -2.823 2.505 -0.454
C -1.171 -0.566 3.366 -0.661
C 2.481 -1.997 -2.789 -0.190
H -2.279 -2.738 4.441 0.214
H 4.091 3.581 0.600 0.222
C 2.370 2.312 0.776 -0.214
C 1.734 -1.271 -3.724 -0.217
H 2.400 -3.279 -1.039 0.217
Cl -2.871 2.611 2.946 -0.340
H 0.491 -3.695 0.218 0.220
H -2.427 0.542 -1.177 0.205
H 2.279 2.403 1.862 0.240
C -1.165 2.266 -0.832 -0.027
B -1.122 3.388 2.640 0.509



(2)
70
Properties=species:S:1:pos:R:3:nbo_charge:R:1 method="wB97M-V/def2-TZVPD" charge=0 e_lumo_ev=-0.2380 fmax_ev_per_a=0.31
N 1.158 0.110 0.238 -0.482
H -0.884 3.403 2.102 0.200
O 0.890 -1.271 -2.096 -0.838
C -1.338 2.631 -0.942 0.280
H -4.223 -1.581 -0.263 0.250
H 6.011 -1.629 0.127 0.226
H -1.508 -2.135 2.436 0.408
O 3.335 2.167 -2.255 -0.881
C -2.333 2.107 -0.108 -0.347
F -3.306 -0.812 -2.017 -0.336
H -2.243 4.715 0.357 0.210
C 0.501 -4.062 0.185 -0.245
H -2.565 2.619 0.812 0.217
C -2.263 -1.937 0.508 -0.250
C 0.754 -1.827 -0.957 0.564
C 0.405 2.121 -2.655 0.501
C 0.590 3.976 -1.123 0.122
H -1.327 0.194 -3.279 0.273
C 2.211 0.485 0.918 0.282
H -0.843 5.724 0.093 0.219
C -1.154 4.725 0.396 -0.209
H -1.547 -5.400 -2.798 0.216
C 2.275 1.947 1.267 -0.655
H -4.177 -1.650 1.483 0.199
C -0.643 4.423 1.799 -0.622
C -0.907 1.891 -2.044 -0.191
H -1.086 5.112 2.518 0.223
C -0.031 -5.342 0.229 -0.213
C -0.440 -3.745 -2.005 -0.204
C -0.978 -5.023 -1.957 -0.215
H 1.112 -3.685 0.995 0.234
H 5.418 -1.806 1.798 0.206
C 1.187 3.153 -2.020 -0.320
H 1.146 4.823 -0.739 0.238
H -0.341 -1.641 1.245 0.492
H 2.531 2.063 2.323 0.220
O 0.823 1.389 -3.562 -0.656
C -2.888 0.853 -0.335 0.202
H -2.303 -3.025 0.493 0.240
C -1.463 -0.088 2.031 -0.268
H 0.440 4.534 1.845 0.224
H 4.990 -2.996 0.547 0.225
H -3.504 -0.122 2.779 0.208
H -0.981 0.020 3.003 0.223
C 0.282 -3.249 -0.926 -0.041
C 5.168 -1.938 0.746 -0.676
N -3.535 0.167 0.726 -0.433
H -1.198 -6.820 -0.803 0.214
C -1.629 0.754 -2.403 -0.176
H 1.319 2.429 1.069 0.203
C 3.939 -1.161 0.346 0.497
C -2.628 0.289 -1.603 0.300
H -0.864 0.459 1.301 0.267
C 3.315 -0.351 1.281 -0.546
N -1.357 -1.530 1.633 -0.575
C 2.691 3.284 -2.179 0.782
C -2.904 0.404 2.034 -0.235
H 0.156 -5.975 1.087 0.212
O 3.600 -1.280 -0.883 -0.849
H -0.573 -3.112 -2.873 0.238
C -3.638 -1.296 0.603 -0.237
Cd 2.450 0.263 -1.962 1.731
H 3.058 2.443 0.688 0.246
N -0.658 3.796 -0.619 -0.386
H -2.929 1.453 2.316 0.221
O 3.196 4.392 -2.124 -0.652
C -0.784 -5.821 -0.837 -0.221
H -1.755 -1.619 -0.399 0.241
N 0.916 -1.280 0.221 -0.512
H 3.861 -0.113 2.185 0.213



(3)
70
Properties=species:S:1:pos:R:3:nbo_charge:R:1 method="wB97M-V/def2-TZVPD" charge=-2 e_lumo_ev=4.0510 fmax_ev_per_a=4.85
H -2.522 0.533 2.147 0.242
H 4.984 3.152 -0.657 0.194
S -1.338 -1.822 -2.253 -0.661
S -0.632 1.561 -3.163 -0.578
C -0.249 -0.547 -6.558 -0.280
C -0.571 2.704 3.481 -0.353
H -1.512 -3.144 -4.652 0.203
O 1.378 -1.057 0.844 -0.809
H 1.224 5.506 4.353 0.188
C 1.831 4.039 2.911 -0.163
H 4.032 -3.898 -1.718 0.219
C -3.657 1.965 0.293 -0.433
N 1.946 1.928 -0.185 -0.508
C 4.003 2.792 -0.406 -0.145
H 3.910 3.594 1.632 0.410
H -3.471 -0.962 2.594 0.142
N 3.498 3.112 0.825 -0.531
C -3.476 -0.489 0.510 -0.282
Cl 4.897 -5.722 0.196 -0.028
H -3.821 1.334 -2.364 0.221
H -2.797 -3.009 2.345 0.149
C 0.069 2.444 2.251 0.502
H 2.896 4.411 2.962 0.170
C 1.365 3.080 2.006 -0.239
C 4.082 -4.256 0.480 -0.162
H -4.542 -0.580 0.813 0.151
C -0.185 0.363 -5.552 -0.240
O -0.529 1.625 1.469 -0.866
C 3.669 -3.599 -0.694 -0.155
H -0.707 4.071 5.164 0.190
C -1.816 -2.771 1.816 -0.428
H -0.067 -1.756 3.365 0.215
C 2.363 -1.890 -1.834 0.437
H -4.668 1.894 0.778 0.137
H 4.266 -4.133 2.656 0.224
C 3.087 -2.479 1.839 -0.102
H -3.756 2.772 -0.433 0.200
C 0.948 4.590 3.863 -0.333
H 2.460 -2.570 -2.676 0.112
C 3.909 -3.609 1.765 -0.222
O 1.955 -0.743 -2.073 -0.566
C -2.746 -0.498 1.841 -0.247
C -0.637 0.181 -4.234 -0.177
C -1.049 -1.191 -3.898 -0.146
H -3.740 -0.399 -2.144 0.243
H -1.835 -3.143 0.791 0.226
C -1.156 -2.137 -4.945 -0.263
H -0.986 -2.639 -6.978 0.176
H 0.075 -0.206 -7.541 0.184
H -0.560 -0.023 3.416 0.223
C 2.780 -2.499 -0.594 -0.279
H 0.123 1.379 -5.833 0.192
C -0.934 -1.032 3.290 -0.424
C 2.193 2.737 0.847 0.363
H -2.887 2.349 0.956 0.225
H -5.121 0.513 -1.540 0.125
C 2.983 2.074 -1.079 -0.061
C -4.036 0.553 -1.680 -0.424
H -3.110 -1.280 -0.221 0.257
N -1.505 -1.315 1.939 -0.451
C 2.308 -1.982 0.696 0.426
C -0.753 -1.830 -6.240 -0.283
H -1.363 2.031 3.796 0.205
H -1.056 -3.400 2.254 0.199
Sr -0.115 0.137 -0.357 1.789
C -0.154 3.810 4.261 -0.200
Cl 2.954 -1.835 3.494 -0.048
N -3.329 0.707 -0.420 -0.443
H 2.957 1.619 -2.040 0.240
H -1.755 -1.119 4.019 0.148



(4)
70
Properties=species:S:1:pos:R:3:mulliken_spin:R:1 method="wB97M-V/def2-TZVPD" s_squared=0.7699 charge=-2 spin_multiplicity=2 e_lumo_ev="4.1568 / 4.1568" fmax_ev_per_a=4.93
H -15.151 0.989 5.742 -0.007
C -14.031 8.972 7.773 0.003
C -16.921 3.094 5.682 0.062
H -18.377 2.902 11.702 -0.008
H -13.867 8.012 8.342 0.001
H -22.736 3.168 5.964 0.001
C -21.739 11.402 9.060 0.000
C -23.121 11.672 7.088 0.000
C -17.919 3.348 10.833 -0.156
C -21.242 10.252 8.560 -0.001
O -15.655 1.024 8.049 0.178
H -21.389 11.812 10.026 0.000
H -13.121 3.217 6.332 -0.002
C -13.473 7.910 5.509 0.000
C -22.353 4.450 9.124 0.017
H -13.341 1.749 7.281 0.007
C -15.990 2.193 7.788 0.193
H -24.501 2.027 6.984 0.000
Hg -18.769 6.950 6.869 -0.002
C -16.727 4.403 8.708 0.042
H -13.107 9.544 7.940 0.000
H -14.913 2.339 4.671 -0.003
H -14.877 10.367 4.671 0.000
C -17.070 2.519 10.049 0.306
Cl -23.066 10.028 5.028 0.000
Cl -20.272 9.275 9.593 0.000
H -12.621 1.645 5.591 -0.004
C -14.821 2.026 5.703 0.001
H -23.586 3.887 10.720 -0.001
H -17.194 2.142 5.143 -0.006
H -17.542 4.641 4.285 0.000
H -24.932 2.236 9.501 0.000
H -23.882 12.180 6.519 0.000
C -23.911 2.630 7.662 0.000
H -13.786 7.768 4.447 0.000
H -13.512 6.888 5.961 0.003
H -14.820 9.459 8.300 0.000
H -16.944 1.398 10.220 0.050
H -17.710 3.381 6.272 -0.010
H -16.205 5.052 5.371 0.000
C -15.807 8.206 6.376 0.018
N -21.115 4.996 7.138 0.005
O -20.396 5.906 7.840 0.000
H -15.101 10.918 6.373 0.000
C -22.669 12.177 8.295 0.000
H -18.735 5.309 11.090 0.026
H -16.244 4.998 7.884 0.032
C -22.602 10.500 6.544 0.000
N -17.480 5.197 9.471 -0.014
C -23.378 3.690 9.690 -0.004
C -18.106 4.681 10.485 0.267
C -24.157 2.794 8.991 0.000
H -13.459 10.742 5.857 0.000
C -13.356 2.147 6.223 0.017
C -14.429 8.807 6.308 -0.009
H -12.402 8.216 5.555 0.000
N -20.896 4.756 5.834 0.000
C -16.660 4.243 4.792 0.002
N -15.777 2.773 6.506 0.004
C -22.055 4.213 7.773 -0.022
C -16.521 3.038 8.881 0.018
O -20.959 8.724 6.769 -0.001
H -15.952 3.940 3.957 -0.001
C -16.948 7.718 6.592 -0.015
C -14.500 10.260 5.710 0.000
O -19.936 5.438 5.382 0.001
Cl -23.232 13.608 8.965 0.000
C -22.873 3.324 7.045 0.002
H -21.753 5.215 9.639 0.006
C -21.529 9.710 7.261 0.001



(5)
79
Properties=species:S:1:pos:R:3:mulliken_charge:R:1 method="wB97M-V/def2-TZVPD" charge=0 e_lumo_ev=-0.1463 fmax_ev_per_a=1.96
N -1.925 0.458 -2.777 0.049
C -0.884 -1.668 -3.061 0.529
H 5.702 3.343 -0.328 0.435
S -4.035 -1.693 0.282 1.325
H 4.249 -0.976 0.773 0.094
H 3.556 -2.602 0.877 0.226
H -4.179 3.614 -3.617 0.568
H 1.181 -3.107 4.149 0.352
C 3.924 -1.952 -1.159 -0.853
H 2.931 0.781 4.386 0.348
C 1.295 0.211 0.910 -1.120
C 1.955 0.294 4.321 -0.774
H 0.115 0.603 3.203 0.475
C 0.981 -2.073 4.429 -1.345
C 1.114 1.028 3.270 -1.327
C 4.622 3.209 1.519 -0.844
C -0.308 -3.932 -3.519 -0.446
H -6.039 3.518 0.267 0.462
O -1.794 3.760 -0.432 -0.671
In -2.066 0.058 -0.611 1.409
H 0.821 -2.036 5.508 0.396
N 2.140 0.384 -0.118 1.316
C -5.270 3.681 -1.746 -0.405
H -4.461 1.680 0.856 0.698
N 1.718 0.950 1.950 1.766
O -3.620 -3.026 0.583 -0.627
H 4.536 -1.200 -1.667 0.299
H 1.458 0.413 5.286 0.522
C -2.399 1.684 -3.151 0.130
H 3.053 -1.533 4.555 0.423
C -0.360 -2.613 -3.932 -1.023
H 4.348 1.651 -1.498 0.445
H -1.606 -3.451 -0.434 0.513
C -5.337 3.148 -0.466 -1.138
C 2.030 -0.229 -1.432 -0.533
O -0.416 1.926 -0.971 -0.558
H 1.822 -2.265 -0.763 0.094
C 4.134 1.908 -0.470 -1.106
O -1.487 2.002 1.098 -0.658
C -4.472 2.126 -0.129 -0.116
N -3.591 1.641 -1.000 0.303
C 2.162 -1.194 4.023 0.580
C 2.825 1.679 1.559 0.799
C -1.031 -0.236 -3.536 0.136
Cl -0.863 2.830 0.086 1.761
C -3.483 2.179 -2.215 0.597
O 0.270 3.479 0.651 -0.712
F -6.187 -0.276 0.499 -0.198
Se -0.187 -0.949 0.982 -0.510
O -0.419 0.129 -4.518 -0.679
C -1.241 -3.247 -1.431 -0.305
O -2.102 2.349 -4.117 -0.659
H 2.216 -2.060 -2.468 0.496
H -0.757 -5.278 -1.896 0.452
H 2.356 -1.323 2.954 -0.533
H 1.004 -0.113 -1.765 -0.754
H 5.232 3.963 1.996 0.426
C 4.891 2.854 0.194 -0.799
F -5.942 -1.691 2.117 -0.213
O -3.402 -0.645 1.102 -0.768
H 5.264 -2.380 0.487 0.469
H 2.654 0.352 -2.109 0.690
H 1.026 2.087 3.518 0.475
N -1.298 -1.980 -1.836 0.553
H 0.084 -4.699 -4.173 0.443
H 3.361 2.924 3.240 0.455
H -5.946 4.471 -2.044 0.433
C 2.443 -1.699 -1.462 -0.188
C -5.806 -1.527 0.803 0.426
C 3.586 2.630 2.225 -1.192
C 4.264 -1.973 0.334 -0.930
F -6.615 -2.372 0.178 -0.199
H 4.198 -2.921 -1.580 0.454
H 0.067 -1.760 3.924 0.235
H -0.020 -2.284 -4.903 0.579
C 3.090 1.325 0.237 0.996
C -4.315 3.206 -2.627 -0.819
O -4.051 -1.311 -1.121 -0.635
C -0.761 -4.256 -2.248 -0.994



(6)
83
Properties=species:S:1:pos:R:3:mulliken_charge:R:1 method="wB97M-V/def2-TZVPD" charge=+1 e_lumo_ev=-8.0422 fmax_ev_per_a=4.87
H -1.155 7.365 2.899 0.544
C 2.298 -5.835 -4.837 -0.929
C -3.022 7.187 -4.011 0.191
O -4.850 3.417 1.603 -0.405
H 0.360 0.794 3.727 0.404
H -3.097 0.984 1.195 0.667
C -1.351 0.775 2.444 0.979
H 3.119 -5.856 -4.120 0.300
H 1.095 0.590 -3.060 0.202
C 2.356 -6.577 3.351 0.654
C -1.854 6.973 2.172 -0.728
O -2.209 4.991 7.987 -0.465
C -3.715 3.718 1.765 -0.340
H 0.316 -2.411 0.136 0.217
C -1.162 -0.651 2.002 -1.551
H -4.403 5.370 -0.301 0.466
H 1.587 1.021 -4.711 0.294
N 3.022 -7.013 2.259 -0.322
K -0.222 -2.684 2.839 0.988
H -3.511 7.674 -0.712 0.496
N 3.022 -6.738 4.558 -0.644
Mg 3.843 -4.501 4.889 0.243
H 3.783 -0.018 -4.422 0.308
C -0.596 2.690 3.715 0.327
C 1.481 -7.106 -4.775 -0.322
H 0.660 -7.056 -5.487 0.348
C -1.918 4.845 3.524 -0.565
H -2.474 7.069 -6.025 0.290
H -1.776 -1.399 2.611 0.823
C 3.078 -8.733 -4.226 0.342
N -2.416 6.159 7.649 1.119
C -3.194 7.129 0.163 -1.019
H -0.062 -0.900 2.192 0.499
H -0.461 -1.670 -1.313 0.461
F -4.717 0.803 1.784 -0.689
H 1.678 -4.972 -4.618 0.385
F 4.817 -10.317 -3.959 -0.238
C -3.691 5.840 0.365 -0.901
C 3.083 -0.091 -3.589 0.258
O 1.686 -3.127 -3.945 -0.555
F 2.965 -11.017 -4.828 -0.251
I -3.080 -2.300 0.301 0.211
H -4.191 7.407 -5.730 0.288
O -1.815 5.315 4.623 -0.481
H 2.567 -6.908 1.369 0.198
H 0.583 -0.658 -0.344 0.359
H 3.931 -7.437 2.291 0.185
C -1.399 -0.932 0.468 -0.536
H 0.626 2.727 5.522 0.398
H -1.696 -0.048 -0.081 0.667
H 2.537 -6.446 5.393 0.368
C 0.409 3.324 4.637 -1.974
C -2.286 7.689 1.061 -0.461
H 1.047 -7.259 -3.787 0.309
O 2.980 -1.447 -3.174 -0.297
C -2.349 5.690 2.367 0.747
H 3.930 -7.167 4.648 0.244
O 2.258 -8.263 -5.150 -0.302
C -2.436 1.468 1.907 -1.243
H 0.143 4.321 4.960 0.340
O 1.253 -6.061 3.310 -0.548
F 4.304 -9.767 -5.982 -0.244
H 1.353 3.413 4.087 0.366
C -2.593 2.809 2.299 0.882
O -1.575 7.026 7.886 -0.489
Li -1.443 5.885 -1.080 0.912
C -0.125 -1.488 -0.294 -1.269
N -2.918 6.849 -2.921 -0.228
F 3.532 0.656 -2.551 -0.276
Cl 5.873 1.034 -2.173 -0.329
H -2.980 8.679 -5.475 0.284
C -1.678 3.408 3.189 0.926
H 2.738 -5.715 -5.828 0.330
C -0.470 1.371 3.326 -0.726
O 3.226 -8.299 -3.119 -0.540
O -3.460 6.453 7.069 -0.451
C 3.808 -9.977 -4.758 0.911
C 1.914 -1.967 -3.848 0.616
H -1.888 8.682 0.897 0.436
C -3.176 7.612 -5.395 -0.792
C 1.659 0.263 -3.936 -0.315
C -3.253 5.130 1.478 0.983
O 1.148 -0.989 -4.391 -0.340